# C4H8NO2

The ion C4H8NO2 with charge -1 (ωB97M-V/def2-TZVPD, OMol25).

Structure (XYZ):
```
15
Properties=species:S:1:pos:R:3:forces:R:3:lowdin_charge:R:1
C 1.919 -0.468 0.680 0.0818 -0.0631 -0.2616 -0.15
N 1.315 0.735 0.129 0.4994 -0.0200 -0.4896 -0.10
C 0.053 0.479 -0.578 -0.3035 0.5098 -0.4324 -0.36
C 0.181 -0.421 -1.807 -0.3446 -0.4466 0.1727 -0.10
C -1.074 0.023 0.416 0.7425 -0.7152 0.3888 -0.74
O -1.366 0.848 1.293 -0.2892 0.4254 0.0968 -0.07
O -1.486 -1.154 0.282 -0.1345 0.0035 -0.2660 -0.09
H 2.260 -1.197 -0.078 -0.1966 0.0175 0.1164 0.06
H 1.183 -0.956 1.320 0.1183 -0.0438 0.0958 0.08
H 2.807 -0.196 1.250 -0.0454 0.0316 0.2447 0.06
H 1.982 1.139 -0.543 -0.4197 -0.1269 0.3506 0.09
H -0.285 1.460 -0.921 0.0177 0.0977 -0.0338 0.12
H -0.816 -0.669 -2.178 0.0174 0.1196 -0.0131 0.07
H 0.749 0.033 -2.620 0.1876 0.1748 -0.0092 0.06
H 0.623 -1.388 -1.559 0.0688 0.0358 0.0400 0.06
```
Forces are in eV/Å.

Results
- Electronic energy: -362.49457 hartree
- LUMO: 4.09 eV
- SMILES: CN[C@@H](C)C(=O)[O-]
- Total charge: -1
- Energy above the lowest of the compared OMol25 structures with the same formula, charge and spin: 0.807 eV
- HOMO-LUMO gap: 7.98 eV
- Highest occupied orbital energy: -0.14317 Eh

---

# C4H8NO2

The ion C4H8NO2 with charge -1 (ωB97M-V/def2-TZVPD, OMol25).

Structure (XYZ):
```
15
Properties=species:S:1:pos:R:3:forces:R:3:lowdin_charge:R:1
H -3.118 0.387 1.226 0.4301 -0.1003 0.4224 0.00
N -2.174 0.595 0.894 -0.8968 0.9689 -0.6438 0.02
C -1.248 -0.032 1.531 1.5762 -2.6570 -0.7824 -0.72
O -1.262 -0.885 2.466 -0.3842 0.5916 0.2232 -0.16
C 0.226 0.138 0.897 -2.2565 2.3319 0.3575 -0.15
C 0.272 0.700 -0.519 1.3985 -0.4697 -0.6220 -0.21
C 1.165 -0.191 -1.464 -1.6014 0.1969 -0.4705 -0.27
O 1.394 -1.559 -1.143 0.5086 -0.2468 0.4837 -0.11
H 0.850 -0.733 0.950 0.1050 -0.2760 0.7775 0.08
H 0.482 0.985 1.546 1.0515 -0.5491 0.1873 0.09
H 0.778 1.673 -0.542 -0.1333 0.0407 0.1216 0.09
H -0.695 0.875 -0.994 -0.1468 -0.3698 0.4492 0.07
H 2.131 0.273 -1.662 0.1054 -0.2773 0.1836 0.10
H 0.590 -0.220 -2.387 0.2804 0.2733 -0.6306 0.09
H 0.609 -2.005 -0.798 -0.0367 0.5426 -0.0568 0.09
```
Forces are in eV/Å.

Results
- Electronic energy: -362.45262 hartree
- LUMO: 3.82 eV
- SMILES: [H]/N=C(\[O-])CCCO
- Total charge: -1
- Energy above the lowest of the compared OMol25 structures with the same formula, charge and spin: 1.948 eV
- HOMO-LUMO gap: 7.30 eV
- Highest occupied orbital energy: -0.12780 Eh